(1)
This record from the Open Molecules 2025 dataset describes a molecular structure, C46H38N7OPb at a distorted geometry. The level of theory is ωB97M-V with the def2-TZVPD basis set.

Properties
LUMO (spin up / spin down), eV: -10.08 / -9.45
Net charge: +3
Frontier orbital gap (spin up / spin down), eV: 4.7 / 5.6
Molecular weight, g/mol: 912.058

Last column: Mulliken charge in e.
Positions of all 93 atoms, in Å:
Pb: 0.315 2.067 1.164  1.304
C: -0.833 -0.787 5.871  -1.505
C: -0.505 -0.506 4.328  -0.209
C: 0.833 -1.220 4.055  -1.506
C: -0.409 0.970 4.071  0.728
C: 0.704 1.754 4.337  0.025
C: 0.797 3.106 4.115  -1.169
C: -0.348 3.769 3.667  1.083
C: -0.298 5.274 3.441  -1.423
C: -1.479 3.010 3.418  -0.749
C: -1.610 1.690 3.758  -0.379
H: -0.939 -1.858 6.079  0.440
H: -1.738 -0.293 6.206  0.390
H: 0.007 -0.536 6.490  0.396
H: -1.233 -0.970 3.753  0.345
H: 1.586 -0.991 4.781  0.438
H: 1.156 -0.955 3.018  0.184
H: 0.614 -2.280 3.977  0.435
H: 1.589 1.244 4.739  0.371
H: 1.679 3.665 4.398  0.522
H: -1.296 5.655 3.363  0.396
H: 0.413 5.525 2.550  0.114
H: 0.107 5.789 4.328  0.521
H: -2.380 3.506 3.037  0.321
H: -2.613 1.283 3.563  0.427
N: -9.784 4.860 0.707  -0.375
C: -8.657 4.624 0.648  -0.271
C: -7.272 4.275 0.525  0.620
C: -6.634 3.251 1.263  -0.783
C: -5.254 3.129 1.275  -0.090
C: -4.435 3.927 0.421  0.110
C: -5.114 4.936 -0.323  -0.658
C: -6.473 5.163 -0.232  -0.928
C: -3.028 3.592 0.261  0.895
C: -2.804 2.111 -0.014  -0.055
C: -3.837 1.249 -0.638  -1.056
C: -3.321 0.052 -0.830  -1.080
C: -1.829 0.127 -0.462  -0.030
N: -1.758 1.398 0.228  0.510
C: -1.970 4.451 0.120  0.165
C: -1.926 5.921 0.100  -0.346
C: -0.714 6.296 -0.387  -1.101
C: 0.028 5.047 -0.564  -0.388
N: -0.709 3.964 -0.326  -0.434
H: -7.209 2.477 1.750  0.460
H: -4.799 2.462 1.981  0.440
H: -4.404 5.503 -0.909  0.717
H: -7.029 5.926 -0.784  0.437
H: -4.833 1.525 -0.796  0.757
H: -3.771 -0.827 -1.305  0.579
H: -1.347 0.304 -1.432  0.298
H: -2.777 6.497 0.408  0.759
H: -0.387 7.298 -0.585  0.504
H: 1.009 4.911 -0.800  0.668
C: 4.548 -9.802 -6.111  -0.757
O: 5.256 -8.618 -5.626  -0.381
C: 4.731 -7.592 -5.003  0.757
C: 3.466 -7.607 -4.317  -0.393
C: 3.043 -6.498 -3.673  -0.628
C: 3.736 -5.276 -3.682  0.432
C: 5.009 -5.284 -4.356  -0.334
C: 5.491 -6.383 -4.932  -0.715
C: 3.227 -4.192 -3.010  0.204
N: 2.039 -4.019 -2.490  -0.646
C: 2.013 -2.853 -1.813  0.302
C: 3.231 -2.130 -1.974  0.520
N: 3.987 -2.903 -2.746  -0.090
C: 3.529 -0.827 -1.424  0.716
C: 4.672 -0.151 -1.686  -0.424
C: 4.725 1.219 -1.212  -0.886
C: 3.673 1.702 -0.463  -0.284
N: 2.502 1.093 -0.231  0.156
C: 2.445 -0.242 -0.727  0.117
C: 1.182 -1.037 -0.545  -0.849
N: 0.299 -0.378 0.174  0.338
C: -1.019 -0.959 0.286  1.010
C: -1.269 -2.299 -0.369  -0.969
C: -0.320 -2.892 -1.099  -1.191
C: 0.939 -2.275 -1.164  0.850
H: 5.363 -10.326 -6.650  0.276
H: 3.668 -9.495 -6.746  0.347
H: 4.224 -10.444 -5.269  0.347
H: 2.951 -8.606 -4.309  0.343
H: 2.179 -6.498 -3.093  0.580
H: 5.697 -4.349 -4.347  0.083
H: 6.515 -6.382 -5.347  0.419
H: 4.953 -2.736 -3.063  0.263
H: 5.437 -0.492 -2.399  0.368
H: 5.467 1.872 -1.660  0.395
H: 3.515 2.756 -0.196  0.415
H: -1.386 -1.030 1.341  -0.653
H: -2.348 -2.588 -0.292  0.499
H: -0.449 -3.837 -1.586  0.636



(2)
This record from the Open Molecules 2025 dataset describes a molecular structure, C46H39MnN5O7Te at a distorted geometry. The level of theory is ωB97M-V with the def2-TZVPD basis set.

Properties
Expectation value of S²: 6.41
LUMO (spin up / spin down), eV: 1.89 / 1.88
Multiplicity: 5
Net charge: -1
Frontier orbital gap (spin up / spin down), eV: 6.6 / 6.7
Relative energy (zero: lowest compared OMol25 entry of this formula, charge and spin), kcal per mole: 0.0
Molecular weight, g/mol: 956.384

Last column: Löwdin spin population.
Positions of all 99 atoms, in Å:
Mn: 0.966 1.096 -1.389  4.243
C: 5.761 6.720 1.241  0.000
O: 6.432 6.444 2.496  0.000
C: 5.957 5.392 3.197  0.000
C: 4.594 5.078 3.220  0.000
C: 4.260 3.901 3.877  0.000
C: 5.208 3.033 4.444  0.000
C: 6.559 3.386 4.441  0.000
C: 6.914 4.573 3.784  0.000
N: 4.800 1.798 5.177  0.001
N: 4.146 0.931 4.556  0.000
C: 3.902 1.042 3.161  0.003
C: 4.893 1.118 2.192  0.000
C: 4.546 1.212 0.872  0.003
C: 3.245 1.255 0.395  0.005
O: 2.919 1.402 -0.838  0.037
C: 2.235 1.202 1.433  0.003
N: 0.976 1.388 0.975  0.026
C: 0.002 1.348 1.858  0.005
C: 0.234 0.924 3.141  0.001
C: 1.481 0.859 3.616  0.002
C: 2.554 1.029 2.760  0.001
H: 6.321 7.603 0.861  0.000
H: 4.699 7.042 1.324  0.000
H: 5.865 5.867 0.550  0.000
H: 3.834 5.671 2.726  0.000
H: 3.267 3.559 3.947  0.000
H: 7.257 2.642 4.873  0.000
H: 7.923 4.818 3.496  0.000
H: 5.907 1.017 2.493  0.000
H: 5.323 1.259 0.140  0.000
H: -1.000 1.479 1.465  0.000
H: -0.619 0.739 3.752  0.000
H: 1.650 0.656 4.674  0.000
O: -1.134 1.223 -1.819  0.019
C: -1.874 2.208 -1.761  0.008
C: -1.491 3.566 -1.604  0.003
C: -2.401 4.581 -1.455  0.000
C: -1.980 5.887 -1.281  0.003
C: -0.635 6.231 -1.299  0.002
C: 0.301 5.218 -1.462  0.002
C: -0.064 3.842 -1.645  0.009
O: 0.834 3.002 -1.865  0.042
N: -2.969 6.872 -0.922  0.001
O: -4.088 6.484 -0.672  0.001
O: -2.652 8.019 -0.803  0.001
H: -2.963 2.004 -1.821  0.001
H: -3.425 4.310 -1.383  0.000
H: -0.304 7.237 -1.213  0.000
H: 1.363 5.468 -1.414  0.000
C: -8.212 -5.026 1.754  0.000
C: -6.837 -4.414 1.430  0.000
C: -6.761 -3.688 0.258  0.000
C: -5.570 -3.092 -0.161  0.000
C: -5.565 -2.299 -1.467  0.000
C: -4.460 -3.227 0.650  0.000
Te: -2.648 -2.307 0.132  0.000
N: 0.762 -0.821 -1.257  -0.413
C: 1.152 -1.015 -2.494  -0.012
O: 1.229 -0.075 -3.347  0.013
C: 1.657 -2.308 -2.871  -0.015
C: 1.759 -3.355 -1.949  -0.002
C: 2.492 -4.422 -2.306  -0.001
C: 3.122 -4.465 -3.556  0.007
C: 2.958 -3.454 -4.486  -0.002
C: 2.194 -2.356 -4.131  0.004
C: -2.074 -3.495 -1.561  0.000
C: -1.758 -4.792 -1.257  0.000
C: -1.155 -5.585 -2.194  0.000
C: -0.949 -5.141 -3.472  0.000
C: -1.352 -3.878 -3.812  0.000
C: -1.906 -3.014 -2.894  0.000
C: -2.128 -1.602 -3.362  0.001
C: -4.517 -3.944 1.852  0.000
C: -3.235 -4.240 2.614  0.000
C: -5.694 -4.570 2.217  0.000
H: -8.187 -5.841 2.503  0.000
H: -8.604 -5.424 0.839  0.000
H: -8.835 -4.220 2.153  0.000
H: -7.627 -3.600 -0.372  0.000
H: -6.543 -2.328 -1.957  0.000
H: -4.772 -2.697 -2.128  0.000
H: -5.314 -1.246 -1.294  0.000
H: 1.308 -3.336 -0.965  -0.004
H: 2.570 -5.312 -1.682  0.000
H: 3.776 -5.314 -3.725  0.001
H: 3.433 -3.503 -5.473  0.000
H: 1.994 -1.568 -4.808  0.000
H: -1.962 -5.165 -0.255  0.000
H: -0.881 -6.557 -1.860  0.000
H: -0.476 -5.750 -4.223  0.000
H: -1.181 -3.501 -4.803  0.000
H: -2.124 -1.427 -4.437  0.000
H: -1.273 -1.018 -2.999  0.001
H: -2.993 -1.156 -2.919  0.000
H: -2.507 -3.399 2.638  0.000
H: -2.702 -5.077 2.123  0.000
H: -3.402 -4.527 3.647  0.000
H: -5.729 -5.085 3.176  0.000



(3)
This record from the Open Molecules 2025 dataset describes a molecular structure, C46H40MoN4O8P2S3. The level of theory is ωB97M-V with the def2-TZVPD basis set.

Properties
Expectation value of S²: 2.02
LUMO (spin up / spin down), eV: -0.44 / -1.34
Multiplicity: 3
Frontier orbital gap (spin up / spin down), eV: 7.0 / 6.2
Relative energy (zero: lowest compared OMol25 entry of this formula, charge and spin), kcal per mole: 32.2
Molecular weight, g/mol: 1030.935

Last column: Löwdin spin population.
Positions of all 104 atoms, in Å:
Mo: 0.551 -0.761 0.072  1.796
S: 0.640 -0.858 2.633  0.002
C: -0.543 0.448 2.887  0.013
N: -0.589 1.013 4.201  0.000
N: -1.764 1.772 4.431  0.001
C: -2.977 1.075 4.281  0.000
C: -3.061 -0.296 4.497  0.000
C: -4.281 -0.938 4.355  0.000
C: -5.427 -0.229 4.024  0.000
C: -5.340 1.141 3.827  0.000
C: -4.123 1.792 3.943  0.000
N: -1.162 0.983 1.926  -0.007
N: -0.981 0.601 0.651  0.015
C: -1.974 1.144 -0.194  0.006
C: -3.130 1.747 0.313  0.003
C: -4.078 2.267 -0.551  0.000
C: -3.923 2.192 -1.929  0.005
C: -2.789 1.576 -2.434  0.001
C: -1.833 1.062 -1.573  0.016
H: -1.760 2.644 3.909  0.000
H: -2.173 -0.865 4.736  0.000
H: -4.327 -2.011 4.489  0.000
H: -6.373 -0.741 3.907  0.000
H: -6.223 1.709 3.562  0.000
H: -4.054 2.860 3.766  0.000
H: -3.297 1.777 1.378  0.000
H: -4.969 2.721 -0.133  0.000
H: -4.678 2.590 -2.594  0.000
H: -2.649 1.485 -3.505  0.000
H: -0.948 0.598 -1.977  0.008
O: -1.680 -2.018 1.928  0.008
S: -2.206 -2.300 0.608  0.007
O: -3.579 -1.977 0.367  0.002
O: -1.313 -1.686 -0.449  0.022
C: -2.041 -4.072 0.462  0.000
C: -3.149 -4.783 0.900  0.000
C: -3.091 -6.162 1.039  0.000
C: -1.917 -6.837 0.753  0.000
C: -0.809 -6.134 0.303  0.000
C: -0.869 -4.758 0.148  0.000
S: 0.551 -3.995 -0.597  0.006
O: 0.117 -3.564 -1.903  0.001
O: 1.636 -4.926 -0.538  0.001
O: 0.863 -2.802 0.296  0.030
H: -4.055 -4.241 1.133  0.000
H: -3.963 -6.703 1.382  0.000
H: -1.859 -7.911 0.869  0.000
H: 0.112 -6.642 0.054  0.000
O: 4.751 -0.794 -0.261  0.012
C: 3.690 -0.280 -0.014  0.006
O: 2.583 -0.970 0.196  0.033
C: 3.535 1.227 0.125  -0.003
P: 1.802 1.542 0.555  -0.001
C: 1.444 3.242 0.083  -0.001
C: 2.211 4.280 0.622  -0.001
C: 1.984 5.586 0.225  0.000
C: 0.993 5.866 -0.711  0.000
C: 0.235 4.839 -1.249  0.000
C: 0.462 3.526 -0.856  0.000
C: 1.828 1.522 2.367  0.005
C: 2.158 0.179 2.966  0.009
C: 2.403 0.228 4.442  -0.001
C: 1.669 1.052 5.170  0.001
C: 0.629 1.876 4.463  0.000
C: 1.140 2.375 3.127  -0.005
H: 3.798 1.714 -0.811  0.000
H: 4.219 1.585 0.896  0.000
H: 2.982 4.067 1.353  0.000
H: 2.578 6.387 0.644  0.000
H: 0.815 6.889 -1.016  0.000
H: -0.540 5.050 -1.975  0.000
H: -0.140 2.733 -1.274  0.000
H: 2.949 -0.353 2.443  0.000
H: 3.142 -0.439 4.866  0.000
H: 1.755 1.116 6.247  0.000
H: 0.279 2.686 5.098  0.000
H: 0.738 3.294 2.716  0.000
C: -0.559 -1.331 -3.515  0.001
P: 0.935 -0.961 -2.532  0.004
C: 1.574 0.634 -3.183  0.006
C: 2.944 0.885 -3.084  0.001
C: 3.478 2.086 -3.525  0.000
C: 2.656 3.054 -4.084  0.001
C: 1.298 2.805 -4.211  0.000
C: 0.761 1.606 -3.765  0.001
C: 2.231 -2.070 -3.164  -0.002
C: 2.321 -2.212 -4.550  -0.001
C: 3.312 -3.001 -5.106  0.000
C: 4.226 -3.647 -4.281  0.000
C: 4.141 -3.502 -2.907  0.000
C: 3.143 -2.717 -2.344  0.000
H: -0.738 -0.572 -4.273  0.000
H: -1.415 -1.417 -2.849  0.000
H: -0.404 -2.297 -3.989  0.000
H: 3.608 0.123 -2.690  0.000
H: 4.545 2.255 -3.447  0.000
H: 3.072 3.990 -4.431  0.000
H: 0.647 3.546 -4.660  0.000
H: -0.302 1.444 -3.876  0.000
H: 1.622 -1.700 -5.201  0.000
H: 3.373 -3.112 -6.181  0.000
H: 5.001 -4.266 -4.715  0.000
H: 4.844 -4.007 -2.258  0.000
H: 3.081 -2.630 -1.271  0.000